Here is a cluster of 8 separate species, C6H30N2O7 in total in a non-equilibrium geometry from OMol25. Energies are from ωB97M-V with the def2-TZVPD basis set.

The total energy is -882.322468 Eh. The calculation puts the HOMO-LUMO gap (spin up / spin down) at 9.575 / 4.078 eV. The calculation puts the LUMO energy (spin up / spin down) at -2.926 / -8.047 eV. Its largest force on an atom is 7.796 eV Å⁻¹. The calculation puts the energy above the lowest of the compared OMol25 structures with the same formula, charge and spin at 1.813 eV. As for the charge: +1. Its spin multiplicity is 2. The calculation puts the HOMO energy (spin up / spin down) at -12.50 / -12.13 eV.

Atoms and positions in Å:
1 C 0.09094 -1.14007 -0.25563
2 C 1.48707 -1.33838 -0.74666
3 C 2.67226 -0.87128 0.28016
4 C 2.42179 0.50723 0.92026
5 C 2.51098 0.38732 2.55131
6 N 1.36008 -0.34993 3.20312
7 C 0.18346 0.47859 3.55763
8 N 1.63328 -2.83033 -0.86530
9 H -0.32886 -0.17676 -0.74643
10 H -0.00433 -0.90974 0.81447
11 H -0.69588 -1.88792 -0.66661
12 H 1.73446 -0.91348 -1.77088
13 H 2.95546 -1.70956 0.95098
14 H 3.62446 -0.52833 -0.35921
15 H 3.04927 1.19074 0.46090
16 H 1.51953 0.98695 0.68403
17 H 3.49447 -0.07606 2.72486
18 H 2.65637 1.40566 2.81253
19 H 1.59109 -1.09117 3.75220
20 H -0.24267 0.93627 2.74041
21 H -0.50901 -0.18890 4.13190
22 H 0.32371 1.23982 4.27276
23 H 1.15535 -3.28251 -0.01749
24 H 2.61995 -3.30562 -0.93370
25 H -2.40087 -0.29350 2.22655
26 H -2.61675 -1.73315 2.92562
27 O -2.89379 -1.14377 2.33697
28 H -2.48161 -1.15526 -3.11693
29 H -2.33339 0.38861 -2.81090
30 O -2.87420 -0.36552 -2.47399
31 H 0.10781 3.12434 -1.56282
32 H 1.23175 4.14805 -1.23658
33 O 1.03000 3.40608 -1.82894
34 H -0.76431 2.24487 -2.06652
35 H 0.07194 1.04986 -2.40116
36 O -0.81511 1.36939 -2.40839
37 H -2.54610 -0.25236 -0.46041
38 H -3.50249 0.80931 -0.65131
39 O -2.84135 0.63141 0.02564
40 H -1.05382 -2.87280 -3.07133
41 H 0.31020 -2.94546 -3.45244
42 O -0.50820 -2.45332 -3.58561
43 H -1.40103 3.35179 1.39348
44 H -1.98224 2.27944 0.51375
45 O -1.18920 2.84176 0.52348

Now the Mulliken charges, all in e:
1. C -0.407
2. C 0.578
3. C -0.916
4. C -0.491
5. C -1.043
6. N 0.100
7. C -0.640
8. N -0.689
9. H -0.374
10. H 0.157
11. H 0.333
12. H 0.354
13. H 0.485
14. H 0.237
15. H 0.738
16. H 0.153
17. H 0.492
18. H 0.390
19. H 0.326
20. H 0.091
21. H 0.335
22. H 0.435
23. H 0.258
24. H 0.270
25. H 0.270
26. H 0.276
27. O -0.571
28. H 0.279
29. H 0.343
30. O -0.689
31. H 0.317
32. H 0.321
33. O -0.618
34. H 0.169
35. H 0.273
36. O -0.583
37. H 0.323
38. H 0.291
39. O -0.599
40. H 0.288
41. H 0.269
42. O -0.576
43. H 0.307
44. H 0.334
45. O -0.596